Entry 1:
This record from the Open Molecules 2025 dataset describes C43H96N4O21Rb2 as an isolated structure. The level of theory is ωB97M-V/def2-TZVPD.

ORCA input file:
```
! wB97M-V def2-TZVPD RIJCOSX def2/J DEFGRID3
* xyz 0 1
C -2.11 3.58 2.51
H 5.52 -0.54 1.08
H -4.35 -2.60 -1.15
H 5.18 2.12 2.22
H 3.93 3.76 0.08
H 1.22 -1.17 6.89
H -4.08 -5.61 3.39
H -4.16 -4.38 -5.42
H 7.77 -0.99 4.97
H 1.12 6.68 -1.49
C 3.03 4.38 0.17
H 4.47 4.93 -3.86
H 0.72 -6.71 0.68
H 3.58 -3.12 1.66
C -0.21 0.95 -6.05
C 0.06 0.70 0.41
C 0.14 0.41 -0.95
H -0.40 2.49 -4.60
H 0.66 1.07 -1.63
O -2.27 -5.38 -5.76
H 1.78 -2.86 1.55
C -1.32 -6.06 0.70
C -1.17 -1.49 0.77
C 2.35 4.33 -2.16
C -0.41 -0.76 -1.53
O -3.04 -3.79 3.16
H -1.90 -4.22 0.15
O -0.42 -1.00 -2.75
H 0.89 5.77 -0.04
O -1.06 0.09 -6.85
C 0.17 -5.77 0.57
O -4.30 -0.16 -0.12
O -8.24 -2.12 -3.52
H 2.94 -0.02 -1.37
H 6.52 1.52 1.31
H -3.83 1.39 1.18
Rb -1.65 -2.02 -5.09
H -1.82 3.57 0.36
H -2.58 -5.81 -3.17
H 3.31 1.37 0.75
C -1.50 4.13 1.24
H 3.10 4.95 1.10
H -2.76 -4.21 2.31
O 7.39 -0.13 3.12
H 0.32 0.37 -5.29
O 2.58 -3.41 3.39
C -3.50 -5.17 -5.06
N 3.99 5.98 -1.46
H 1.49 5.68 -3.53
C -0.65 -0.29 1.30
H 2.09 7.69 -2.97
H 2.65 -0.77 0.28
H 0.31 -3.95 5.74
C 6.29 0.74 3.35
H -2.76 5.14 3.41
O 0.52 -5.19 -0.68
C -4.36 -0.49 -1.49
C 2.33 4.97 -3.54
H -1.58 2.68 2.81
C -3.54 -4.85 3.96
H -0.72 2.37 4.94
H -0.58 0.56 6.90
H -4.18 -5.13 -3.05
H -1.70 2.52 -5.80
H 4.56 -3.04 -2.07
C -7.70 -0.97 -2.92
H 2.59 -4.48 1.56
O -2.05 4.52 3.59
H 5.52 0.16 3.86
C 2.78 5.28 -1.03
H -1.60 -6.62 -0.20
H -2.25 -4.79 -6.52
H 2.91 -2.57 -1.76
H -0.41 -1.78 6.83
H -8.47 -0.19 -2.97
O -0.72 -0.21 2.55
C 3.38 -0.40 -0.44
O 0.59 1.76 0.82
C 5.74 1.20 2.02
H -6.21 -2.11 -0.14
H 0.95 2.94 4.83
H -2.29 -3.67 -2.39
H -4.99 -2.09 -2.75
H -0.41 4.15 1.28
H 0.41 1.59 -6.68
H 5.91 7.82 -2.30
O -1.85 1.08 -4.28
C 0.35 -1.23 6.25
H -0.12 -1.95 4.31
C 1.40 -3.95 3.89
H 6.51 1.60 4.00
H 6.16 6.24 -2.99
C 0.28 2.30 5.39
N 4.89 0.17 1.44
C 3.65 5.66 -3.82
N -6.30 -2.09 -1.15
H 3.40 8.36 -3.89
H -1.44 -6.66 1.60
C 5.49 7.11 -3.01
H -1.70 6.08 1.48
N 0.63 -1.94 5.00
C -3.92 1.20 0.11
O -2.71 -3.71 -3.27
O -1.85 -6.61 4.33
H 4.70 1.26 -0.35
H -2.48 -7.33 4.26
H 0.26 2.66 6.43
H -3.17 3.29 2.44
C 2.59 -3.46 1.97
H -4.10 -6.07 -5.15
O -1.44 -2.95 -1.04
H -7.73 -3.82 -4.61
H -3.33 -0.54 -1.84
C -2.49 -5.46 4.87
C -1.07 -1.83 -0.59
H -6.55 -2.60 -4.61
C -3.22 -5.02 -3.57
H -4.93 0.23 -2.10
H 3.94 -1.53 -2.82
H -1.66 -2.15 1.46
H -4.36 -4.43 4.55
H -1.22 0.65 -3.68
H 5.52 6.45 -0.52
C -7.34 -1.10 -1.45
H -4.65 1.86 -0.37
H -8.22 -1.49 -0.93
H 1.45 -5.04 4.05
C -4.96 -1.87 -1.68
H -6.78 -3.57 -3.13
C 4.05 6.67 -2.74
H -1.37 0.59 -7.61
H 0.49 -3.84 3.27
C -0.27 0.11 5.94
O 4.60 6.68 -0.38
H 3.42 8.67 -2.18
H 9.08 -0.97 3.80
Rb -3.91 -1.03 2.78
H 2.00 -3.36 5.79
O 0.72 0.96 5.39
H 0.56 -5.15 1.38
O -2.09 -4.88 0.86
H 0.00 -4.38 -0.81
C -7.31 -3.06 -3.94
H -7.16 -0.11 -1.00
H -1.77 -4.75 5.27
H 8.61 0.55 4.64
C 8.25 -0.38 4.19
O -2.06 5.41 0.89
H -6.95 -0.47 -3.55
H -2.95 -5.76 5.82
C 1.05 -3.31 5.24
H 2.06 4.32 -4.38
H 1.37 3.88 -1.97
H 3.00 3.45 -2.19
C 4.07 0.69 0.36
H -2.93 1.47 -0.25
C -1.09 1.87 -5.18
C 3.92 -2.17 -1.94
C 1.65 6.27 -0.63
H -1.15 0.06 5.30
H 2.07 7.14 -0.12
O 4.31 -1.41 -0.82
H 2.21 3.69 0.35
H 3.62 6.15 -4.79
C 3.15 7.91 -2.92
H 5.63 7.44 -4.04
*
```

Properties
HOMO-LUMO gap = 6.19 eV
HOMO level = -6.95 eV
calculated total energy = -3542.99295 Eh
E_LUMO = -0.77 eV

Atomic partial charges in e from the Mulliken method, atoms 1 to 8:
1. C 0.43
2. H 0.24
3. H -0.02
4. H 0.27
5. H 0.65
6. H 0.35
7. H 0.35
8. H 0.34


Entry 2:
This record from the Open Molecules 2025 dataset describes a 11-piece molecular cluster, C43H98F10N11O21S10 overall. The level of theory is ωB97M-V/def2-TZVPD.

ORCA input file:
```
! wB97M-V def2-TZVPD RIJCOSX def2/J DEFGRID3
* xyz 1 1
H -3.61 8.58 4.15
H -1.58 1.74 0.56
C -0.67 8.29 4.32
C 2.04 -3.83 1.19
C -1.01 7.92 2.81
C -0.78 -9.05 1.82
H 1.36 -5.59 0.07
H 0.51 1.06 4.23
H -1.16 -4.32 -3.11
H -1.77 -9.27 1.42
H -0.05 -8.55 -6.05
H 3.03 2.33 -2.37
F -2.95 -0.66 -3.69
H -4.41 8.64 -0.89
O -1.81 2.20 -4.11
C 0.44 -2.21 6.08
S -0.95 4.26 -2.30
C -2.92 7.54 0.27
O -1.50 -0.20 -5.60
O 0.94 -0.87 -0.11
C 1.15 -5.98 2.25
N -3.24 -2.16 -5.30
C 2.12 -2.88 -3.42
H -2.63 0.62 6.34
F 2.09 3.92 1.71
S 3.79 0.98 0.86
H -0.45 1.31 1.89
H 1.47 -2.00 4.12
H 3.96 5.38 -4.57
H -1.98 -0.50 -0.54
H -0.22 -0.49 7.20
H -1.43 -8.09 -6.87
H 0.69 2.04 6.56
H 1.95 -1.68 -5.28
C 4.31 2.22 -4.12
N -2.93 0.48 2.31
H -1.44 0.39 -1.99
C -0.56 1.83 0.94
C -0.99 -8.50 3.24
H 2.65 -7.96 0.93
O -4.86 -4.39 -0.10
H -0.47 9.34 4.56
H -1.34 3.81 5.01
H 1.82 -4.65 -6.00
H 1.38 -6.51 -4.68
C -0.39 -6.42 -5.81
H 0.53 -8.14 0.24
F -3.49 -3.80 -7.06
C 1.85 -5.33 1.01
C 3.93 0.79 -4.38
H -1.53 -1.82 3.86
H 1.06 -8.84 3.94
H 2.92 0.90 -4.78
H -3.62 8.77 1.95
S -4.01 1.63 2.87
H -1.68 -7.69 3.48
H 1.06 -3.35 1.21
H 3.16 -2.85 -3.10
C 2.89 5.15 -2.08
N -0.84 -0.20 5.23
H -1.49 -8.26 -5.11
C 0.14 -0.04 -0.54
N 0.38 1.44 -0.25
H -1.49 6.98 5.63
H -0.44 -2.76 6.42
H -1.40 -3.92 -4.89
H 2.12 5.27 -2.84
F -0.72 4.51 -0.73
H -2.13 8.67 5.91
S 3.01 2.77 2.15
H 1.74 -5.74 3.14
H 1.19 -0.15 6.00
H 3.23 -2.91 -5.25
H -0.38 7.16 2.35
C 2.19 -2.70 -4.99
S -3.68 -4.01 -0.83
H 4.70 7.45 -3.58
H 0.23 -6.20 -6.68
O -3.99 0.12 -5.66
S -2.53 -5.91 -1.41
O -2.55 -3.46 -0.12
H 5.58 4.78 -4.04
H -2.32 -0.94 6.65
H 0.06 -6.44 -3.54
O 3.36 -0.15 1.65
H -4.99 7.09 -0.35
H 2.55 -3.47 0.30
H -1.23 1.59 4.29
C 0.41 -8.04 3.59
F 3.69 0.34 -0.61
N -2.41 7.27 2.85
H 1.34 1.62 0.00
H 4.58 0.26 -5.09
H 1.33 -2.59 6.58
O -1.10 -5.73 -1.20
C 1.24 -3.85 -5.53
H 0.18 -5.49 2.33
H -3.73 7.24 -1.63
C -2.30 -0.26 5.80
H -0.53 4.31 6.49
H -1.10 8.80 2.18
C -1.16 -0.35 -1.23
H 1.54 -2.12 -2.89
H 4.33 3.45 -0.87
C 0.01 -7.96 1.18
S -2.86 -2.34 -6.92
H 5.72 3.36 -2.17
C -3.40 7.73 1.75
O -3.24 -6.81 -0.50
O 0.16 3.67 -4.94
H -1.78 5.42 3.79
O -2.38 4.11 -2.34
C 2.36 -8.22 1.95
N 2.81 2.05 0.68
H 0.23 7.80 4.69
C -3.00 7.68 4.21
C -0.44 3.68 5.61
C 5.02 3.93 -1.56
C -0.76 -3.86 -4.01
H 2.50 4.77 -1.14
H 0.25 -3.25 4.29
C -0.24 2.22 6.03
C 1.59 -4.29 -3.15
O 2.22 2.17 3.22
H 0.34 4.14 5.00
C -1.84 7.91 5.19
H -0.28 2.85 1.19
C 3.29 2.97 -3.21
H -3.13 5.24 2.84
H 3.94 0.15 -3.50
H 1.24 -4.40 -2.12
C -0.36 1.26 4.85
H 2.40 -5.03 -3.23
S -2.85 -0.71 -5.28
H 3.20 -8.06 2.63
F -2.94 -1.77 1.99
C -4.09 7.62 -0.68
C 0.53 -2.25 4.61
H -2.31 8.38 -0.07
H -1.35 -9.30 3.89
C 4.64 5.24 -3.73
H 5.70 6.66 -2.48
N 1.03 -7.53 2.28
H -4.36 7.22 1.86
S -0.47 2.78 -3.92
H 0.39 -7.13 4.20
C -0.62 -1.27 4.09
C -2.18 5.77 2.85
C 4.73 6.55 -2.97
H -3.65 6.91 4.62
N 3.93 4.25 -2.68
H -1.54 5.30 2.10
H -3.02 -0.56 5.04
H 5.26 2.14 -3.59
F -3.06 2.88 2.68
C 0.25 -0.66 6.23
C 0.38 -6.11 -4.53
H 0.45 -3.57 -6.22
H 2.45 3.36 -3.78
H -0.65 -7.10 1.02
C -0.90 -7.87 -5.94
H -2.35 6.61 0.18
H 5.56 4.76 -1.11
O -4.93 -0.88 2.95
H 3.97 6.66 -0.91
N -3.37 -4.67 -2.15
H 2.68 -3.49 2.00
O 4.28 3.45 2.44
H 2.88 7.35 -2.10
O -5.10 2.10 1.96
H 2.06 -9.25 2.12
O -0.40 5.51 -2.76
S -3.96 -0.51 1.93
H 4.52 2.81 -5.01
C 3.61 6.56 -1.94
N -0.07 3.05 -2.30
H 2.81 -5.83 0.90
H -0.39 -0.74 3.16
F 0.40 1.40 -4.03
H -0.64 -2.80 -3.78
F -2.57 -6.85 -2.72
H -0.18 -9.97 1.80
O 5.20 1.34 0.89
O -4.16 1.61 4.33
H -1.04 2.10 6.76
N 0.58 -4.59 -4.29
O -1.43 -2.58 -7.21
H -1.22 -1.36 -1.62
F -4.21 -2.71 -1.54
H 0.24 1.93 -1.13
H -1.24 -5.80 -6.10
O -4.42 -0.59 0.58
O -3.69 -1.73 -7.97
*
```

Properties
HOMO-LUMO gap = 7.46 eV
HOMO level = -9.52 eV
calculated total energy = -8859.32604 Eh
E_LUMO = -2.06 eV

Atomic partial charges in e from the Mulliken method, atoms 1 to 8:
1. H 0.49
2. H 0.71
3. C -0.72
4. C -1.41
5. C -0.40
6. C -0.63
7. H 0.11
8. H 1.10